No. 1
Molecular formula: CH4S
Method: DFT, ωB97M-V with the def2-TZVPD basis set

Geometry (Å):
C  -0.4702  0.7467  0.7282
S  0.3526  -0.4391  -0.3943
H  -0.9792  1.6849  0.3951
H  -1.3588  0.3207  1.4827
H  0.2453  0.9928  1.4810
H  -0.7281  -0.4526  -1.4185

The calculation puts the energy above the lowest of the compared OMol25 structures with the same formula, charge and spin at 0.774 eV. For the energy, the calculation gives -11936.1161 eV. Its SMILES is CS. The HOMO-LUMO gap is 10.0 eV. As for the spin multiplicity: 1.

Atomic partial charges in e from the natural (NBO) method, atoms 1 to 2: number 1, C, carries -0.764; number 2, S, carries -0.035

***

No. 2
Molecular formula: C20H35NSi2Zn
Method: DFT, ωB97M-V with the def2-TZVPD basis set

Geometry (Å):
C  1.0339  -1.5793  -2.2658
C  0.3264  1.6271  -1.6067
C  -0.3625  -1.4243  -1.7051
H  1.0894  -2.0897  -3.2445
C  -0.9708  1.4221  -1.2704
H  0.9169  2.3680  -1.0605
H  -0.7252  -2.3712  -1.2887
H  -1.4459  2.1015  -0.5554
C  -1.4331  -0.7668  -2.5586
H  -2.2946  -1.4544  -2.6038
H  -1.1226  -0.6501  -3.6038
C  1.8509  -0.2805  -2.3563
H  2.6322  -0.4223  -3.1142
H  2.3587  -0.1312  -1.3924
C  1.0574  0.9840  -2.7325
H  0.4215  0.8048  -3.6100
H  1.8219  1.7142  -3.0347
C  -1.9596  0.5993  -2.0575
H  -2.3197  1.1524  -2.9387
H  -2.8510  0.4236  -1.4392
Zn  -0.1799  -0.5422  0.0685
H  1.5455  -2.2538  -1.5593
C  -3.0614  -1.1225  0.7210
Si  -1.8385  -1.5998  2.1002
C  -2.1537  -0.4034  3.5061
C  -2.3757  -3.3667  2.5235
C  0.0717  -1.3443  1.9386
C  0.6679  0.0008  2.3088
C  1.4129  0.2809  3.4693
C  1.7043  1.6355  3.7691
C  1.3323  2.6188  2.8474
C  0.7078  2.2362  1.6528
N  0.4043  0.9579  1.3849
Si  1.0745  -2.8632  2.4163
C  0.7035  -2.9638  4.2603
C  0.7363  -4.6012  1.8259
C  2.8586  -2.4936  2.0302
H  -4.0471  -1.3682  1.1535
H  -2.9739  -1.7028  -0.2112
H  -3.0925  -0.0549  0.4647
H  -3.1989  -0.5026  3.8166
H  -1.4881  -0.6072  4.3547
H  -1.9649  0.6235  3.1602
H  -2.3138  -4.0615  1.6740
H  -1.8860  -3.8413  3.3797
H  -3.4415  -3.2627  2.7820
H  1.7073  -0.5209  4.1241
H  2.2004  1.8794  4.7146
H  1.5238  3.6701  3.0181
H  0.4254  2.9518  0.8668
H  -0.1895  -3.5617  4.4679
H  1.5790  -3.4605  4.6965
H  0.5611  -1.9885  4.7388
H  0.9839  -4.7377  0.7685
H  1.4202  -5.2369  2.4103
H  -0.2762  -4.9735  2.0003
H  3.0633  -2.6517  0.9634
H  3.1485  -1.4661  2.2824
H  3.4865  -3.1852  2.6071

The calculation puts the energy above the lowest of the compared OMol25 structures with the same formula, charge and spin at 0.000 eV. For the energy, the calculation gives -86970.9815 eV. The HOMO-LUMO gap is 7.4 eV. As for the spin multiplicity: 1.

Atomic partial charges in e from the natural (NBO) method, atoms 1 to 2: number 1, C, carries -0.401; number 2, C, carries -0.140